Record 1
DFT (the ωB97M-V functional and the def2-TZVPD basis) results for a structure of composition C26H34F3N5NaS3Sb2.

CARTESIAN COORDINATES (ANGSTROEM)
Na  1.4045  1.3599  -1.0271
C  4.4924  5.7164  1.2948
S  3.2779  6.1428  0.0451
C  2.3661  4.6364  -0.1716
S  2.6303  3.2767  0.8038
N  1.4700  4.8154  -1.1168
N  0.8349  3.6702  -1.4849
C  -0.3146  3.8296  -2.0183
C  -1.0037  2.7150  -2.6773
C  -2.2335  2.9349  -3.2994
C  -2.8329  1.9001  -3.9952
C  -2.1878  0.6758  -4.0638
C  -0.9772  0.5398  -3.3979
N  -0.4057  1.5158  -2.7074
H  5.0934  6.6165  1.4331
H  5.1262  4.8975  0.9641
H  4.0218  5.4387  2.2350
H  -0.7709  4.8186  -2.0792
H  -2.6970  3.9110  -3.2383
H  -3.7884  2.0497  -4.4825
H  -2.6082  -0.1612  -4.6038
H  -0.4549  -0.4111  -3.3963
C  1.8577  -3.3767  -0.5935
Sb  0.3650  -1.8369  -0.6300
C  -0.9951  -2.9630  -1.8829
C  -0.5074  -2.4287  1.3034
C  -1.9224  -2.8919  1.2558
C  -2.1832  -4.2332  0.9626
C  -3.4715  -4.7250  0.8461
C  -4.5465  -3.8680  1.0323
C  -4.3070  -2.5424  1.3522
C  -3.0136  -2.0315  1.4784
C  -2.8356  -0.5971  1.8535
Sb  -2.4437  0.7204  0.1761
C  -4.3451  0.2919  -0.7739
C  -3.1749  2.4782  1.1764
H  2.5049  -3.2280  0.2715
H  2.4700  -3.3059  -1.4905
H  1.3797  -4.3554  -0.5303
H  -1.1682  -3.9695  -1.5049
H  -0.5471  -3.0287  -2.8769
H  -1.9549  -2.4501  -1.9647
H  -0.3657  -1.5773  1.9678
H  0.1433  -3.2350  1.6464
H  -1.3402  -4.9007  0.8180
H  -3.6336  -5.7701  0.6126
H  -5.5630  -4.2308  0.9437
H  -5.1439  -1.8741  1.5231
H  -2.0072  -0.4481  2.5453
H  -3.7427  -0.2153  2.3263
H  -5.1650  0.3432  -0.0551
H  -4.3295  -0.7017  -1.2228
H  -4.5134  1.0274  -1.5619
H  -4.2638  2.4526  1.2266
H  -2.8555  3.3778  0.6514
H  -2.7596  2.5008  2.1825
F  5.7729  -2.4515  -1.1116
C  6.0480  -1.5525  -0.1502
F  7.0307  -2.1221  0.6010
F  6.6191  -0.4931  -0.7379
C  4.8554  -1.2081  0.6979
C  4.9017  -1.5112  2.0408
C  3.8121  -1.2246  2.8540
C  2.7205  -0.6377  2.2474
N  2.6441  -0.3283  0.9571
C  3.6973  -0.5901  0.1354
S  3.5818  -0.2008  -1.5288
H  5.7867  -1.9734  2.4554
H  3.8108  -1.4475  3.9112
H  1.8376  -0.4099  2.8405
N  -0.0557  1.5855  2.0702
H  -0.0470  1.6333  3.0846
H  0.1223  2.5366  1.7513
H  0.7981  1.0999  1.8004

## Properties
Total energy (a.u.): -3422.00545
Lowest unoccupied orbital energy (eV): 2.1
E_HOMO (hartree): -0.169
Net charge: -1
Orbital gap (eV): 6.7

Results of the natural (NBO) charge analysis, in e, for atoms 1 through 8: number 1, Na, carries 0.816; number 2, C, carries -0.756; number 3, S, carries 0.247; number 4, C, carries -0.074; number 5, S, carries -0.394; number 6, N, carries -0.448; number 7, N, carries -0.233; number 8, C, carries -0.026

=====

Record 2
DFT (the ωB97M-V functional and the def2-TZVPD basis) results for the molecule C2H2N2O at a distorted geometry.

CARTESIAN COORDINATES (ANGSTROEM)
N  -2.1255  -1.3432  0.0428
C  -1.2769  -0.5763  -0.0120
C  -0.2161  0.3625  -0.0341
N  1.0589  0.0005  -0.0429
O  -0.5277  1.7737  0.0508
H  1.3496  -0.9625  0.0014
H  1.7376  0.7454  -0.0060

## Properties
Total energy (a.u.): -262.10923
ΔE to the lowest compared entry with this formula, charge and spin (kcal per mole): 34.3
Lowest unoccupied orbital energy (eV): -0.6
E_HOMO (hartree): -0.385
SMILES: N#CC(N)=O
Orbital gap (eV): 9.9

Want to see where the charge sits? The natural (NBO) charges in e are: number 1, N, carries -0.208; number 2, C, carries 0.176; number 3, C, carries 0.519; number 4, N, carries -0.728; number 5, O, carries -0.605; number 6, H, carries 0.413; number 7, H, carries 0.433

=====

Record 3
DFT (the ωB97M-V functional and the def2-TZVPD basis) results for a structure of composition C37H31BrKN4O4 at a distorted geometry.

CARTESIAN COORDINATES (ANGSTROEM)
K  0.7138  -0.8614  0.0731
C  0.9156  2.8502  -0.8042
O  0.5199  1.9824  0.2248
C  0.6462  2.4123  1.5105
C  1.0395  3.6913  1.8711
C  1.1692  4.0546  3.2054
C  0.8843  3.1421  4.2046
C  0.4675  1.8712  3.8617
C  0.3512  1.4710  2.5258
N  -0.0871  0.2222  2.1541
N  0.0784  -0.6794  3.0593
C  -0.2797  -1.9526  2.8902
C  -0.8821  -2.5192  1.6952
O  -1.2131  -1.8497  0.6967
C  -1.0687  -3.9591  1.6975
C  -0.7091  -4.7491  2.7294
C  -0.1425  -4.2036  3.9192
C  0.2203  -5.0150  5.0024
C  0.7148  -4.4801  6.1670
C  0.8708  -3.0968  6.2677
C  0.5680  -2.2867  5.2018
C  0.0492  -2.8057  4.0015
H  0.2167  3.6899  -0.9239
H  0.9211  2.2499  -1.7116
H  1.9222  3.2482  -0.6397
H  1.2429  4.4377  1.1188
H  1.4815  5.0612  3.4527
H  0.9700  3.4205  5.2474
H  0.2015  1.1486  4.6175
H  -1.5165  -4.3770  0.8036
H  -0.8508  -5.8230  2.6710
H  0.1003  -6.0850  4.9070
H  0.9835  -5.1164  7.0000
H  1.2307  -2.6685  7.1939
H  0.7158  -1.2207  5.2715
C  5.1361  5.1566  2.5276
C  5.0332  4.5722  1.1479
C  5.0363  5.4299  0.0550
C  4.9128  4.9404  -1.2325
C  4.7988  3.5829  -1.4318
C  4.8101  2.6973  -0.3518
N  4.6640  1.3495  -0.6448
C  5.3394  0.3050  -0.0734
C  6.6744  0.4382  0.3252
C  7.3563  -0.6435  0.8414
C  6.7244  -1.8688  0.9822
C  5.4091  -2.0117  0.5760
C  4.7097  -0.9485  0.0296
C  3.2790  -1.1605  -0.4083
O  2.6817  -2.1615  0.0160
O  2.7485  -0.3089  -1.1775
C  4.9075  3.1946  0.9615
C  4.8405  2.2578  2.1322
H  5.3136  6.2287  2.4694
H  5.9541  4.7026  3.0855
H  4.2113  4.9866  3.0803
H  5.1266  6.4943  0.2152
H  4.9146  5.6176  -2.0743
H  4.6993  3.1723  -2.4260
H  3.8045  1.0156  -1.1060
H  7.1650  1.3964  0.2057
H  8.3917  -0.5282  1.1352
H  7.2550  -2.7078  1.4078
H  4.8910  -2.9535  0.6774
H  5.8268  1.8500  2.3575
H  4.1828  1.4187  1.9139
H  4.4650  2.7478  3.0255
Br  -1.6523  2.2294  -5.8892
C  -0.7350  0.8948  -4.8865
C  0.0748  -0.0231  -5.5335
C  0.7162  -0.9706  -4.7513
C  0.5107  -0.9543  -3.3772
N  -0.2713  -0.0730  -2.7806
C  -0.8819  0.8383  -3.5094
H  0.1938  0.0079  -6.6070
H  1.3616  -1.7049  -5.2066
H  0.9968  -1.6604  -2.7248
H  -1.5098  1.5430  -2.9816

## Properties
Total energy (a.u.): -5122.61069
ΔE to the lowest compared entry with this formula, charge and spin (kcal per mole): 17.4
Lowest unoccupied orbital energy (eV): 2.1
E_HOMO (hartree): -0.153
Net charge: -1
Orbital gap (eV): 6.3

Results of the Löwdin charge analysis, in e, for atoms 1 through 8: number 1, K, carries 0.938; number 2, C, carries -0.072; number 3, O, carries -0.115; number 4, C, carries -0.212; number 5, C, carries -0.033; number 6, C, carries -0.116; number 7, C, carries -0.112; number 8, C, carries -0.024

=====

Record 4
DFT (the ωB97M-V functional and the def2-TZVPD basis) results for the molecule C5H6O.

CARTESIAN COORDINATES (ANGSTROEM)
C  1.6384  0.4957  -0.0572
C  1.5235  -0.7478  0.0768
C  0.2023  -1.3422  0.3085
C  -0.0362  0.1641  0.4003
C  -1.1294  0.7441  -0.5448
O  -2.1383  0.4564  0.2338
H  2.1416  1.4239  -0.2488
H  0.0730  -1.9201  1.2237
H  -0.2435  -1.8235  -0.5645
H  -0.1184  0.5032  1.4306
H  -1.0243  0.2243  -1.5316
H  -0.8888  1.8218  -0.7269

## Properties
Total energy (a.u.): -269.11978
ΔE to the lowest compared entry with this formula, charge and spin (kcal per mole): 142.1
Lowest unoccupied orbital energy (alpha / beta) (eV): -0.7 / -0.7
E_HOMO (alpha / beta) (hartree): -0.289 / -0.289
Orbital gap (alpha / beta) (eV): 7.1 / 7.1

Results of the natural (NBO) charge analysis, in e, for atoms 1 through 8: number 1, C, carries -0.162; number 2, C, carries 0.136; number 3, C, carries -0.430; number 4, C, carries -0.070; number 5, C, carries 0.001; number 6, O, carries -0.745; number 7, H, carries 0.275; number 8, H, carries 0.256

=====

What is the formula in the fourth record?
C5H6O

=====

Among the records above, which one has the highest total energy?
C2H2N2O

=====

Which of these has the lowest total energy?
C37H31BrKN4O4

=====

Look up the total energy of the third one.
-5122.61069 a.u.